{
  "formula": "C29H21MoN7SSe",
  "method": "ωB97M-V with the def2-TZVPD basis set",
  "symbols": ["Mo", "C", "C", "C", "C", "C", "C", "N", "C", "C", "C", "C", "C", "N", "C", "C", "C", "C", "C", "C", "N", "H", "H", "H", "H", "H", "H", "H", "H", "H", "H", "H", "H", "H", "H", "H", "S", "N", "C", "C", "C", "C", "C", "N", "C", "C", "N", "C", "C", "C", "C", "C", "N", "H", "H", "H", "H", "H", "H", "Se"],
  "coordinates": [[0.074, -0.023, -0.204], [-2.237, 2.764, -0.680], [-2.823, 1.447, -0.277], [-4.208, 1.309, -0.335], [-4.827, 0.159, 0.106], [-4.049, -0.839, 0.702], [-2.694, -0.676, 0.753], [-2.058, 0.416, 0.195], [-1.801, -1.561, 1.518], [-2.149, -2.600, 2.351], [-1.154, -3.172, 3.143], [0.143, -2.660, 3.133], [0.425, -1.620, 2.278], [-0.523, -1.148, 1.450], [1.640, -0.788, 2.235], [2.734, -1.015, 3.018], [3.757, -0.061, 3.041], [3.588, 1.112, 2.338], [2.463, 1.316, 1.541], [2.301, 2.655, 0.893], [1.525, 0.326, 1.426], [-2.979, 3.548, -0.527], [-1.996, 2.794, -1.750], [-1.369, 3.027, -0.083], [-4.794, 2.138, -0.712], [-5.903, 0.050, 0.044], [-4.517, -1.709, 1.143], [-3.171, -2.946, 2.421], [-1.405, -3.986, 3.815], [0.891, -3.054, 3.807], [2.797, -1.901, 3.636], [4.642, -0.221, 3.647], [4.317, 1.909, 2.415], [2.817, 3.406, 1.491], [1.260, 2.959, 0.831], [2.776, 2.692, -0.095], [1.650, -5.609, -5.196], [0.272, -4.837, -4.926], [0.519, -3.961, -3.967], [-0.429, -3.026, -3.414], [-1.751, -2.903, -3.857], [-2.553, -1.940, -3.283], [-2.046, -1.135, -2.276], [-0.788, -1.257, -1.812], [0.016, -2.187, -2.395], [1.368, -2.219, -1.933], [1.685, -1.314, -0.967], [2.968, -1.251, -0.562], [3.951, -2.091, -1.059], [3.629, -3.029, -2.016], [2.308, -3.090, -2.478], [1.859, -3.993, -3.509], [2.605, -4.892, -4.128], [-2.110, -3.551, -4.650], [-3.574, -1.791, -3.608], [-2.672, -0.369, -1.856], [3.237, -0.505, 0.163], [4.962, -1.989, -0.689], [4.370, -3.703, -2.432], [0.553, 1.755, -1.470]],
  "atomic_forces_ev_per_a": [[0.245, 0.318, -0.748], [-0.052, -0.099, -0.136], [0.084, -0.016, 0.135], [-0.085, 0.046, 0.021], [-0.060, -0.031, 0.012], [-0.122, -0.036, 0.032], [0.085, 0.112, -0.058], [0.417, 0.029, -0.195], [0.054, 0.156, -0.151], [-0.067, -0.160, 0.072], [0.003, 0.010, -0.005], [0.002, -0.163, 0.095], [0.052, 0.159, -0.145], [-0.087, -0.032, 0.283], [-0.026, 0.117, -0.096], [0.074, -0.042, 0.097], [0.041, -0.035, 0.049], [0.053, 0.044, 0.066], [-0.150, -0.011, 0.056], [0.127, -0.100, -0.075], [-0.198, 0.039, -0.400], [-0.015, -0.016, 0.001], [-0.011, -0.007, 0.031], [0.040, 0.047, 0.078], [0.000, -0.025, 0.005], [0.014, 0.013, -0.001], [-0.008, 0.014, -0.009], [0.014, -0.015, 0.026], [0.006, 0.015, -0.017], [-0.029, -0.012, 0.010], [0.012, 0.014, -0.002], [-0.013, 0.013, -0.010], [-0.003, -0.024, 0.003], [0.010, -0.015, 0.011], [-0.081, 0.050, 0.038], [-0.011, -0.010, 0.028], [0.073, -0.334, -0.242], [0.073, -0.016, -0.037], [0.147, 0.163, 0.218], [-0.046, -0.098, -0.069], [0.008, -0.049, -0.073], [-0.017, -0.015, 0.004], [0.022, -0.068, -0.137], [0.118, 0.230, 0.362], [-0.141, 0.036, 0.048], [0.087, 0.027, 0.122], [-0.309, 0.244, 0.222], [0.069, -0.073, -0.125], [0.011, -0.011, 0.015], [0.038, -0.050, -0.058], [0.072, -0.102, -0.029], [-0.244, 0.174, 0.089], [-0.037, -0.011, -0.073], [-0.009, 0.019, 0.016], [0.011, 0.006, -0.010], [-0.007, 0.027, 0.007], [0.003, 0.025, 0.010], [-0.005, 0.006, -0.016], [-0.002, 0.020, 0.018], [-0.229, -0.498, 0.636]],
  "total_energy_ev": -118843.29992,
  "orbital_gap_ev": [4.457, 4.166],
  "e_homo_ev": [-19.573, -19.566],
  "total_charge": 4
}



{
  "formula": "C29H22BCl5IN8O2Ti",
  "method": "ωB97M-V with the def2-TZVPD basis set",
  "symbols": ["Ti", "C", "C", "N", "N", "C", "B", "N", "C", "C", "C", "N", "N", "C", "C", "C", "N", "H", "H", "H", "H", "H", "H", "H", "H", "H", "H", "C", "C", "N", "C", "C", "C", "O", "C", "C", "N", "C", "C", "C", "C", "C", "C", "I", "C", "O", "H", "H", "H", "H", "H", "H", "H", "H", "H", "H", "H", "H", "Cl", "C", "C", "C", "Cl", "C", "Cl", "C", "Cl", "C", "Cl"],
  "coordinates": [[0.715, -0.120, -0.134], [-1.367, 3.359, 1.573], [-1.488, 1.987, 1.345], [-0.289, 1.419, 1.314], [0.613, 2.390, 1.522], [-0.012, 3.570, 1.686], [2.027, 2.031, 1.972], [2.927, 1.476, 0.842], [4.223, 1.782, 0.697], [4.844, 0.760, 0.009], [3.827, -0.158, -0.233], [2.678, 0.289, 0.275], [1.882, 0.840, 2.932], [2.208, 0.775, 4.232], [1.930, -0.498, 4.677], [1.426, -1.153, 3.555], [1.399, -0.338, 2.505], [-2.155, 4.078, 1.644], [-2.390, 1.414, 1.239], [0.537, 4.468, 1.891], [2.550, 2.957, 2.490], [4.622, 2.695, 1.088], [5.874, 0.689, -0.270], [3.892, -1.094, -0.760], [2.614, 1.621, 4.748], [2.073, -0.901, 5.656], [1.100, -2.172, 3.494], [-0.340, 2.327, -3.791], [-1.454, 1.828, -2.922], [-2.681, 2.052, -3.345], [-3.707, 1.597, -2.630], [-3.583, 0.740, -1.562], [-4.808, 0.268, -0.821], [-4.618, 0.409, 0.582], [-2.269, 0.367, -1.145], [-2.061, -0.683, -0.231], [-0.902, -1.094, 0.301], [-1.001, -2.070, 1.279], [-2.119, -2.126, 2.138], [-2.295, -3.134, 3.061], [-1.360, -4.152, 3.170], [-0.225, -4.103, 2.381], [-0.043, -3.071, 1.477], [1.845, -3.004, 0.509], [-1.188, 1.097, -1.738], [0.003, 1.048, -1.212], [-0.757, 2.966, -4.564], [0.149, 1.476, -4.270], [0.406, 2.874, -3.216], [-4.677, 1.920, -2.983], [-5.023, -0.787, -1.058], [-5.664, 0.867, -1.147], [-5.472, 0.551, 1.001], [-2.950, -1.254, 0.023], [-2.851, -1.338, 2.075], [-3.165, -3.129, 3.700], [-1.492, -4.969, 3.861], [0.534, -4.868, 2.458], [2.577, 1.398, -2.366], [2.051, -0.141, -2.938], [1.246, -0.927, -2.103], [0.694, -2.037, -2.740], [-0.462, -2.967, -1.870], [0.994, -2.427, -4.046], [0.294, -3.835, -4.736], [1.893, -1.668, -4.788], [2.351, -2.156, -6.369], [2.404, -0.494, -4.239], [3.463, 0.484, -5.175]],
  "atomic_forces_ev_per_a": [[2.288, -1.222, 2.183], [0.032, 0.035, -0.018], [0.150, 0.098, 0.191], [-0.104, -0.124, -0.084], [-0.142, 0.629, 0.120], [-0.124, -0.023, -0.063], [-0.234, -0.601, -0.031], [0.448, 0.644, 0.076], [0.042, -0.194, -0.242], [-0.161, -0.107, 0.120], [0.279, 0.079, 0.304], [1.260, -0.195, -0.110], [0.119, 0.101, 0.393], [-0.034, -0.195, 0.099], [0.047, 0.126, 0.046], [0.033, 0.213, 0.003], [-0.225, -0.343, -0.115], [-0.143, 0.179, 0.053], [-0.078, -0.090, -0.095], [0.160, 0.126, 0.059], [0.179, 0.258, 0.092], [0.025, 0.175, 0.180], [0.206, -0.010, -0.095], [-0.162, 0.007, -0.099], [0.082, 0.215, 0.043], [0.042, -0.058, 0.258], [-0.092, -0.100, -0.109], [-0.004, 0.029, 0.163], [0.148, 0.225, -0.343], [0.409, 0.105, 0.003], [-0.347, -0.297, 0.332], [0.142, -0.123, 0.177], [-0.136, -0.259, -0.437], [0.118, 0.111, 0.281], [0.426, 1.341, -1.306], [0.697, -1.094, 1.035], [-2.767, 0.565, -0.626], [-0.509, -1.478, 1.212], [0.231, 0.221, -0.325], [0.095, -0.167, 0.053], [0.079, 0.068, -0.132], [-0.048, -0.068, -0.020], [0.596, 0.196, -0.549], [-0.446, -0.191, 0.425], [-1.480, -0.534, 0.190], [-1.474, 2.120, -1.937], [-0.037, 0.015, 0.008], [0.136, 0.049, 0.021], [0.043, -0.036, -0.031], [-0.202, -0.055, 0.137], [0.008, 0.168, 0.024], [0.110, -0.110, -0.076], [0.012, -0.039, -0.014], [0.144, 0.019, 0.089], [-0.102, 0.164, 0.026], [-0.089, 0.039, 0.030], [-0.054, -0.054, 0.122], [0.022, -0.030, 0.070], [0.522, 0.633, -0.510], [-0.167, -0.326, -0.024], [0.227, -0.307, -0.843], [0.354, 0.348, -0.030], [-0.578, -0.785, -0.330], [0.136, 0.072, 0.024], [-0.067, -0.112, -0.068], [-0.083, 0.017, 0.115], [-0.013, -0.039, -0.100], [0.004, -0.131, 0.051], [0.052, 0.105, -0.044]],
  "spin_multiplicity": 2,
  "total_energy_ev": -140952.73137,
  "orbital_gap_ev": [6.470, 7.194],
  "e_homo_ev": [-7.433, -8.299],
  "e_above_lowest_ev": 2.6545
}



{
  "formula": "C29H22BrN5O3SSr",
  "method": "ωB97M-V with the def2-TZVPD basis set",
  "symbols": ["Sr", "Br", "C", "C", "C", "C", "O", "C", "C", "N", "C", "C", "C", "C", "C", "C", "C", "C", "N", "C", "C", "H", "H", "H", "H", "H", "H", "H", "H", "H", "H", "C", "C", "O", "C", "C", "C", "N", "N", "C", "O", "C", "C", "C", "C", "C", "C", "H", "H", "H", "H", "H", "H", "H", "H", "H", "H", "H", "H", "S", "C", "N"],
  "coordinates": [[-0.161, 0.003, 0.400], [-5.375, -5.110, 2.571], [-3.919, -3.878, 2.497], [-3.768, -2.927, 3.513], [-2.725, -2.044, 3.476], [-1.752, -2.037, 2.419], [-0.795, -1.215, 2.431], [-1.931, -3.043, 1.392], [-1.052, -3.250, 0.264], [0.042, -2.633, -0.004], [0.824, -3.042, -1.095], [0.938, -4.361, -1.473], [1.710, -4.748, -2.585], [2.385, -3.819, -3.320], [2.344, -2.458, -2.940], [3.022, -1.452, -3.663], [2.968, -0.159, -3.242], [2.221, 0.141, -2.088], [1.576, -0.770, -1.408], [1.588, -2.060, -1.813], [-3.024, -3.925, 1.462], [-4.485, -2.892, 4.324], [-2.605, -1.291, 4.245], [-1.396, -4.044, -0.412], [0.425, -5.119, -0.894], [1.751, -5.797, -2.857], [2.956, -4.101, -4.197], [3.551, -1.723, -4.569], [3.446, 0.637, -3.795], [2.156, 1.160, -1.718], [-3.149, -4.662, 0.676], [-4.326, 1.175, -1.418], [-2.980, 1.444, -0.756], [-2.491, 0.485, -0.083], [-2.438, 2.713, -0.918], [-1.177, 3.235, -0.484], [-0.924, 4.697, -0.785], [-0.268, 2.532, 0.125], [0.922, 3.208, 0.403], [1.815, 2.459, 0.995], [1.746, 1.242, 1.385], [3.135, 3.163, 1.216], [4.227, 2.428, 1.672], [5.461, 3.034, 1.869], [5.623, 4.390, 1.622], [4.536, 5.134, 1.173], [3.306, 4.526, 0.970], [-4.636, 0.160, -1.178], [-4.246, 1.278, -2.502], [-5.086, 1.878, -1.068], [-3.041, 3.407, -1.493], [-1.824, 5.172, -1.173], [-0.120, 4.794, -1.518], [-0.585, 5.215, 0.112], [4.073, 1.374, 1.864], [6.300, 2.443, 2.219], [6.586, 4.865, 1.775], [4.652, 6.194, 0.976], [2.454, 5.086, 0.611], [0.672, -0.845, -6.382], [0.050, -0.478, -4.879], [-0.356, -0.232, -3.814]],
  "atomic_forces_ev_per_a": [[-0.010, 0.165, 0.381], [-0.023, -0.017, 0.000], [0.080, -0.019, -0.102], [-0.008, 0.088, 0.088], [-0.072, -0.054, -0.072], [0.254, -0.290, -0.054], [-0.153, -0.014, -0.005], [-0.167, 0.082, 0.111], [0.149, -0.068, -0.054], [-0.014, 0.238, 0.023], [0.006, -0.259, -0.103], [-0.031, 0.086, 0.040], [0.025, -0.027, -0.036], [0.000, -0.042, -0.015], [-0.138, -0.003, 0.073], [0.033, 0.056, -0.007], [-0.015, 0.022, -0.059], [0.105, -0.182, -0.005], [-0.299, 0.117, 0.291], [0.200, -0.144, -0.242], [-0.051, -0.004, 0.024], [0.005, 0.000, 0.002], [0.009, -0.012, 0.012], [0.029, -0.001, -0.029], [0.009, -0.005, 0.005], [0.007, 0.007, -0.008], [-0.008, 0.004, 0.000], [0.000, 0.001, 0.000], [0.001, -0.006, -0.004], [-0.007, -0.013, -0.004], [-0.002, 0.000, 0.001], [0.001, 0.026, -0.032], [0.021, 0.037, 0.254], [0.148, 0.050, -0.132], [-0.104, 0.072, -0.092], [0.038, 0.135, 0.107], [0.045, -0.022, -0.040], [-0.061, -0.232, -0.081], [0.030, 0.068, -0.021], [0.228, 0.205, 0.068], [-0.229, 0.114, -0.266], [-0.002, 0.002, 0.042], [-0.051, 0.017, 0.009], [-0.004, -0.011, 0.004], [0.013, -0.028, 0.008], [-0.033, -0.009, -0.006], [0.017, -0.006, -0.009], [-0.014, 0.000, -0.003], [0.008, -0.017, 0.006], [0.009, 0.003, 0.000], [-0.007, -0.025, -0.012], [-0.003, -0.004, -0.004], [0.005, -0.003, 0.013], [-0.014, 0.000, 0.003], [0.008, -0.001, -0.001], [0.008, 0.010, -0.001], [-0.002, 0.001, 0.002], [-0.003, -0.002, -0.001], [0.000, -0.003, 0.000], [0.035, -0.011, -0.048], [0.005, -0.026, 0.134], [-0.004, -0.046, -0.151]],
  "total_energy_ev": -125742.67151,
  "orbital_gap_ev": 5.308,
  "e_homo_ev": -1.503,
  "e_above_lowest_ev": 0.5314,
  "total_charge": -2
}



{
  "formula": "C29H22ClMoN2O4S",
  "method": "ωB97M-V with the def2-TZVPD basis set",
  "symbols": ["Mo", "Cl", "C", "C", "C", "C", "O", "C", "C", "O", "C", "H", "H", "H", "H", "C", "C", "C", "C", "C", "C", "C", "S", "O", "O", "N", "C", "C", "C", "C", "C", "C", "C", "C", "N", "C", "H", "H", "H", "H", "H", "H", "H", "H", "H", "H", "H", "H", "H", "C", "C", "C", "C", "C", "C", "H", "H", "H", "H", "H"],
  "coordinates": [[-1.018, -0.002, -0.504], [-7.894, 0.338, -2.982], [-6.197, 0.340, -2.649], [-5.311, 0.882, -3.601], [-3.964, 0.910, -3.367], [-3.464, 0.407, -2.163], [-2.147, 0.477, -1.931], [-4.338, -0.152, -1.222], [-3.852, -0.750, -0.040], [-2.645, -0.730, 0.289], [-5.726, -0.177, -1.487], [-5.707, 1.274, -4.528], [-3.272, 1.329, -4.087], [-4.528, -1.295, 0.612], [-6.409, -0.608, -0.762], [5.482, -0.410, 3.094], [4.633, 0.094, 1.951], [5.050, -0.042, 0.630], [4.251, 0.388, -0.423], [3.031, 0.981, -0.134], [2.596, 1.147, 1.180], [3.405, 0.710, 2.209], [1.912, 1.363, -1.420], [2.574, 1.199, -2.679], [1.210, 2.559, -1.091], [0.771, 0.096, -1.317], [1.353, -1.220, -1.305], [2.272, -1.712, -2.182], [2.790, -3.019, -1.989], [2.409, -3.788, -0.931], [1.481, -3.283, 0.011], [1.064, -3.963, 1.173], [0.204, -3.355, 2.045], [-0.284, -2.076, 1.752], [0.060, -1.418, 0.673], [0.961, -2.000, -0.190], [6.354, -0.956, 2.734], [4.905, -1.074, 3.741], [5.836, 0.419, 3.714], [6.014, -0.490, 0.419], [4.572, 0.285, -1.452], [1.652, 1.643, 1.381], [3.090, 0.861, 3.237], [2.598, -1.100, -3.012], [3.512, -3.406, -2.698], [2.821, -4.780, -0.790], [1.439, -4.962, 1.375], [-0.121, -3.847, 2.952], [-0.982, -1.581, 2.412], [-2.390, 4.100, 1.758], [-2.341, 2.900, 2.453], [-1.930, 1.748, 1.798], [-1.531, 1.783, 0.457], [-1.592, 3.001, -0.234], [-2.016, 4.149, 0.416], [-2.731, 4.999, 2.259], [-2.638, 2.857, 3.494], [-1.918, 0.812, 2.347], [-1.300, 3.058, -1.270], [-2.055, 5.087, -0.126]],
  "atomic_forces_ev_per_a": [[0.288, 2.168, -1.215], [0.064, -0.001, -0.011], [-0.143, 0.211, -0.455], [-0.292, -0.040, -0.036], [0.206, 0.040, -0.034], [0.457, 0.226, -0.048], [-0.410, -0.601, -0.076], [-0.428, 0.089, -0.110], [0.222, -0.086, 0.267], [-1.210, -0.654, 0.938], [0.107, -0.201, 0.365], [-0.029, 0.014, 0.025], [-0.039, -0.027, 0.041], [-0.181, -0.064, 0.062], [0.092, 0.032, -0.047], [-0.017, 0.118, -0.082], [0.082, -0.069, 0.090], [0.004, 0.001, 0.017], [-0.011, 0.104, 0.095], [-0.043, -0.322, 0.187], [0.108, 0.109, -0.094], [0.034, -0.002, 0.141], [-0.068, -0.267, -0.184], [0.006, 0.119, 0.010], [-0.204, 0.047, -0.105], [1.090, 0.052, 0.310], [-0.158, 0.663, 0.062], [0.120, -0.435, -0.225], [0.003, 0.242, -0.174], [0.006, -0.128, 0.128], [0.040, -0.082, 0.047], [0.094, -0.196, 0.025], [-0.063, 0.016, 0.180], [-0.153, -0.183, 0.476], [0.316, -0.421, -0.319], [0.091, 0.177, -0.108], [-0.046, 0.033, -0.003], [0.007, 0.022, -0.027], [-0.043, -0.049, -0.072], [-0.041, -0.011, 0.002], [-0.038, -0.012, 0.068], [0.012, -0.046, -0.018], [0.010, -0.054, -0.063], [0.000, -0.057, 0.011], [-0.033, 0.045, 0.005], [-0.027, 0.047, 0.009], [-0.027, 0.097, -0.032], [0.023, 0.029, -0.033], [-0.109, -0.025, 0.042], [0.016, 0.024, -0.099], [0.059, 0.041, 0.042], [0.065, -0.011, -0.018], [0.160, -0.558, -0.108], [0.018, -0.008, 0.276], [-0.026, 0.012, 0.069], [0.036, -0.049, -0.047], [0.024, 0.013, -0.048], [-0.056, -0.041, -0.009], [0.045, -0.043, -0.138], [-0.009, -0.050, 0.049]],
  "total_energy_ev": -66807.40945,
  "orbital_gap_ev": [6.490, 6.461],
  "e_homo_ev": [-10.763, -10.758],
  "e_above_lowest_ev": 0.8512,
  "total_charge": 1
}